The following is a DFT calculation (ωB97M-V/def2-TZVPD) of a single C5H8O molecule.

Each line ends with the Mulliken charge.
Cartesian coordinates (Å):
C 1.821 0.293 0.133  0.03
C 0.481 0.982 0.131  -0.72
C -0.623 0.099 -0.464  0.03
C -2.083 0.308 -0.118  -0.51
C -1.410 -0.878 0.397  -0.55
H 2.708 0.873 0.435  0.36
H 0.599 1.917 -0.465  0.28
H 0.159 1.317 1.096  0.30
H -0.336 -0.243 -1.444  0.36
H -2.399 1.066 0.658  0.21
H -2.844 0.180 -0.909  0.24
H -1.186 -0.979 1.468  0.22
H -1.661 -1.817 -0.023  0.24
O 1.980 -0.894 -0.161  -0.48

Computed properties:
- LUMO (eV) = 1.10
- charge = 0
- orbital gap (eV) = 10.962
- energy above the lowest of the compared OMol25 structures with the same formula, charge and spin (kcal/mol) = 35.26